<P>
10
Properties=species:S:1:pos:R:3 method="wB97M-V/def2-TZVPD" smiles=Oc1cnc(O)o1 homo_ev=-8.302
C 0.9805 -0.1366 0.3558
C 0.8143 -0.6596 -0.8503
C -0.9855 0.2331 -0.2454
H 2.5372 -0.9293 0.7674
H 1.4520 -1.3400 -1.4479
H -2.6454 0.2687 -0.8495
N -0.4923 -0.4142 -1.2627
O 2.0220 -0.1136 1.1538
O -2.2143 0.6786 -0.1040
O -0.1518 0.4698 0.8012

<Q>
10
Properties=species:S:1:pos:R:3 method="wB97M-V/def2-TZVPD" homo_ev=-8.655
C 0.2744 -0.9287 0.1326
C -0.9448 -0.4058 0.5820
C 0.3330 1.1425 -0.6987
H 1.7792 -2.0440 0.0653
H -1.9779 -0.9012 0.6268
H -1.2651 1.9700 0.7189
N -0.9909 0.8539 -0.1474
O 0.9610 -1.9768 0.3400
O 0.7547 2.2706 -1.1164
O 1.0764 0.0196 -0.5031

<R>
10
Properties=species:S:1:pos:R:3 method="wB97M-V/def2-TZVPD" homo_ev=-8.760
C -0.5863 0.4163 0.0679
C 0.0333 -0.8555 -0.1421
O -1.3260 1.0929 -0.7981
O 0.4541 -1.3229 -1.3797
N -0.1307 0.9125 1.2279
C 0.9195 0.0879 1.2568
O 1.9840 -0.0387 1.7592
H -1.5049 1.9773 -0.4384
H 0.5042 -0.6032 -2.0240
H -0.3471 -1.6666 0.4703

It comes down to <P>, which is 23.7 kcal/mol more stable than the next structure.

<P>
10
Properties=species:S:1:pos:R:3 method="wB97M-V/def2-TZVPD" smiles="O=CNC(=O)C=O" homo_ev=-10.388
N 0.1336 0.6251 -0.1835
C -0.4807 -0.5419 0.1979
O 0.1472 -1.4781 0.6390
C 1.5811 0.5119 -0.2485
O 2.3011 0.8362 0.6462
C -2.0089 -0.6175 0.0572
O -2.5884 -1.6215 0.3697
H -0.3386 1.2920 -0.7838
H 1.9403 0.0537 -1.1850
H -2.5444 0.2719 -0.3353

<Q>
10
Properties=species:S:1:pos:R:3 method="wB97M-V/def2-TZVPD" homo_ev="-9.030 / -9.030"
N -0.6009 1.2665 -0.7205
C -0.5286 0.0776 -0.2850
O 0.5486 -0.7984 -0.1911
C 1.7902 -0.3153 0.0469
O 2.1031 0.8336 0.1778
C -1.6896 -0.4432 0.8093
O -1.7185 -0.7591 -0.4495
H 0.3129 1.7057 -0.7538
H 2.4785 -1.1694 0.0971
H -2.6958 -0.3982 1.2688

It comes down to <P>, which is 84.0 kcal/mol more stable than the next structure.

<P>
10
Properties=species:S:1:pos:R:3 method="wB97M-V/def2-TZVPD" smiles="[H]/N=C(/C=O)OC=O" homo_ev=-10.641
N 1.3929 -1.2329 -0.6513
C 0.4450 -0.4539 -0.3812
O -0.6160 -0.8095 0.4370
C -1.0487 0.1369 1.3142
O -0.5260 1.1995 1.4852
C 0.3535 0.8722 -1.1020
O -0.6930 1.3020 -1.5112
H 1.2869 -2.1297 -0.1737
H -1.9227 -0.2463 1.8540
H 1.3280 1.3616 -1.2711

<Q>
10
Properties=species:S:1:pos:R:3 method="wB97M-V/def2-TZVPD" smiles="O=COc1co[nH]1" homo_ev=-8.755
N 1.4193 0.5858 -0.9455
C 0.3940 0.0514 -0.1668
O -0.2906 -1.0596 -0.5305
C -1.3357 -1.3605 0.2728
O -1.5907 -0.7858 1.2923
C 0.3692 1.0717 0.6923
O 1.2289 1.8381 -0.1119
H 1.2252 0.6104 -1.9566
H -1.8813 -2.2050 -0.1593
H 0.1876 1.2260 1.7458

<R>
10
Properties=species:S:1:pos:R:3 method="wB97M-V/def2-TZVPD" homo_ev=-9.469
N -0.6174 -1.0828 -1.0432
C 0.1839 -0.2460 -0.5952
O 0.0152 0.9608 0.0331
C -1.1627 1.2404 0.6555
O -2.1237 0.5294 0.7014
C 1.9745 -1.0005 0.4421
O 1.5489 -0.4873 -0.6992
H -1.5786 -0.8265 -0.8439
H -1.0849 2.2355 1.1068
H 3.0118 -1.2995 0.1891

It comes down to <P>, which is 64.1 kcal/mol more stable than the next structure.

<P>
10
Properties=species:S:1:pos:R:3 method="wB97M-V/def2-TZVPD" homo_ev=-9.081
C -0.6474 0.0807 -0.3623
C -0.5875 -1.2263 -0.3506
C 0.4753 0.3772 0.3586
H -1.1847 1.7599 -1.1928
H -1.2193 -1.8940 -0.8504
H 1.8122 0.9812 1.5610
N 0.4252 -1.7561 0.3589
O -1.4538 0.8828 -1.2528
O 0.9975 -0.6183 1.0240
O 1.3824 1.4129 0.7062

<Q>
10
Properties=species:S:1:pos:R:3 method="wB97M-V/def2-TZVPD" smiles="[H]/N=C(/C=O)OC=O" homo_ev=-10.846
N -0.9190 1.5443 -0.8942
C -0.5379 0.4597 -0.3863
O 0.5927 -0.2054 -0.8382
C 1.5350 -0.4694 0.1082
O 1.6065 0.0910 1.1625
C -1.2673 -0.4097 0.6496
O -0.8215 -1.5067 0.8713
H -0.2300 1.8466 -1.5961
H 2.2180 -1.2375 -0.2712
H -2.1767 -0.1129 1.1946

It comes down to <Q>, which is 63.2 kcal/mol more stable than the next structure.

<P>
13
Properties=species:S:1:pos:R:3 method="wB97M-V/def2-TZVPD" homo_ev="-8.204 / -7.988"
C 2.0432 1.0651 0.4365
C -0.3323 -0.0623 0.1362
C -1.3749 -0.6593 -0.7230
N 1.8633 -1.2663 -0.0496
N 2.5994 -0.3207 0.0191
S 4.2338 -0.1767 -0.1672
S 0.4823 1.3330 -0.3816
H 1.9404 1.0279 1.5221
H 2.7513 1.8387 0.1459
H -0.2521 -0.3567 1.1702
H -2.3696 -0.3386 -0.3994
H -1.3382 -1.7457 -0.6409
H -1.2293 -0.3766 -1.7659

<Q>
13
Properties=species:S:1:pos:R:3 method="wB97M-V/def2-TZVPD" smiles="[H]/N=C(/N)[C@H](S)C=S" homo_ev=-8.979
C 0.1907 -0.8078 0.4702
C -0.6008 0.4485 -0.1504
C 0.2996 1.5948 -0.5088
H 1.0676 -1.6073 2.2000
H 0.4209 0.1911 2.2571
H -0.4220 -1.6444 -1.0118
H -1.3809 0.7319 0.5191
H -0.7261 -0.0768 -2.4903
H 0.2319 2.7765 -0.6553
N 0.6795 -0.6444 1.7956
N 0.1162 -1.9710 -0.0796
S -1.7277 -0.2730 -1.4052
S 1.8511 1.2820 -0.9405

<R>
13
Properties=species:S:1:pos:R:3 method="wB97M-V/def2-TZVPD" smiles="CN(C=S)C(N)=S" homo_ev=-8.869
C 0.5321 0.5223 1.4846
C -0.6520 -1.1707 0.2681
C 0.3827 0.5967 -0.9683
H -0.3440 0.8781 2.0696
H 0.9051 -0.2283 2.1959
H 1.2668 1.3036 1.2616
H -1.0504 -1.3678 -0.7396
H 0.6562 -1.1747 -1.9572
H 0.6777 0.2751 -2.8887
N 0.1685 -0.0670 0.2357
N 0.3858 -0.2157 -2.0447
S -1.0565 -2.0757 1.5817
S 0.5835 2.2384 -1.0807

It comes down to <R>, which is 64.0 kcal/mol more stable than the next structure.

<P>
13
Properties=species:S:1:pos:R:3 method="wB97M-V/def2-TZVPD" homo_ev="-8.380 / -8.382"
C -0.7458 0.1911 -0.4309
C 2.3339 -0.0618 0.3869
C -2.2046 0.3477 -0.1725
N 0.2107 1.0189 0.1574
N 1.4221 0.6526 0.0484
S -0.1829 -1.5657 0.0333
S 3.9754 -0.2903 -0.1660
H -0.7232 0.2824 -1.4742
H -1.1984 -1.4598 0.9051
H -2.5389 0.1989 0.9117
H -2.7619 -0.3164 -0.8472
H -2.2460 1.4337 -0.4239
H 4.6598 -0.4314 1.0717

<Q>
13
Properties=species:S:1:pos:R:3 method="wB97M-V/def2-TZVPD" smiles="CC(=S)S/C=N/N" homo_ev=-8.515
C 1.3943 1.1079 0.1159
C 2.0229 -0.2538 -0.0942
C -0.6298 -1.0322 0.2621
H 2.1938 1.8731 0.0785
H 0.6396 1.3094 -0.6612
H 0.8400 1.1709 1.0820
H -0.9993 -1.1400 1.2841
H -2.9982 -0.4033 0.5056
H -3.1685 0.0136 -1.1241
N -1.3452 -0.5046 -0.6624
N -2.5490 -0.0029 -0.3326
S 3.6171 -0.4782 -0.3549
S 0.9824 -1.6599 -0.0988

It comes down to <Q>, which is 60.8 kcal/mol more stable than the next structure.